DFT (wB97M-V/def2-TZVPD) results for a 3-piece molecular cluster, C30H55F4NO9S2 overall in a non-equilibrium geometry.

E ... -3103.10103 hartree
Largest force on an atom ... 0.145 Eh/bohr
HOMO level ... -8.11 eV

```
! RIJCOSX wB97M-V def2-TZVPD def2/J DEFGRID3
* xyz 0 1
H 1.746 5.817 0.356
C 4.383 3.178 -0.920
C 8.035 5.140 -1.235
C 0.055 -5.141 7.000
O 0.478 -6.396 2.970
C -3.703 -0.667 -2.244
H 2.406 -5.810 2.810
O 4.193 3.643 -2.262
H 0.326 -4.237 -2.197
C -1.746 -3.157 0.873
H -3.143 3.597 -5.065
C -3.066 0.820 -2.511
H -0.874 -4.985 4.678
H 3.507 -7.803 3.450
H 6.543 4.361 -3.098
H -1.522 -2.351 -3.498
H 8.517 5.899 -1.860
H 5.398 3.379 -0.572
H -0.935 -5.091 7.464
F -0.188 3.677 0.569
H 6.311 6.135 -3.091
H 4.153 5.251 -3.487
C -1.428 0.790 -2.848
H -6.099 4.079 -3.649
H -3.222 2.904 -1.358
C -0.593 -3.952 0.021
H -1.426 -7.025 3.209
H 2.890 6.687 1.397
H -2.701 3.153 0.889
H -4.750 -0.563 -1.681
O -1.786 2.175 3.740
C -0.529 -6.942 3.831
H -3.955 -1.125 -3.317
H 8.303 4.137 -1.582
C -3.222 1.750 -1.166
H 1.885 -6.029 4.475
C -0.520 -3.641 -1.604
C -5.114 1.918 -3.494
C 2.213 -10.027 4.338
H -0.270 -7.953 4.153
H 2.214 5.138 1.951
H -1.838 -6.295 5.423
C 1.820 -6.456 3.473
C 2.414 -7.865 3.406
H -3.655 1.550 1.520
H 3.278 -10.221 4.185
H 4.273 2.089 -0.975
H -5.641 1.507 -2.534
H -0.022 3.265 -4.852
H 1.882 -10.555 5.236
F 0.273 3.987 2.936
H -0.653 2.707 -1.793
C -2.708 -1.725 -1.484
H -1.816 3.116 -3.218
H -0.802 0.240 -2.027
H 8.386 5.254 -0.206
H 0.301 -4.187 6.527
H 1.009 3.452 -3.286
C -2.649 1.997 1.108
O 3.660 5.035 0.469
C 2.561 5.693 1.074
H 1.633 -10.396 3.487
F -1.170 0.139 -4.179
H 3.290 3.076 0.940
H 0.151 -4.697 0.553
O -2.246 1.312 -0.131
H -4.676 -2.185 1.404
O 1.979 -8.640 4.526
N -3.727 1.375 -3.753
C 4.567 5.006 -2.502
H -4.385 -0.400 0.658
C -4.258 3.950 -5.020
O -0.780 0.263 2.309
H -2.848 6.170 -4.973
C 6.084 5.201 -2.566
C -3.873 -1.341 1.146
S -1.246 1.744 2.345
H -4.294 1.496 -0.709
S -4.201 5.838 -5.301
H 4.095 5.679 -1.782
C 0.321 2.673 -3.874
O 6.627 5.304 -1.247
O 0.109 -6.193 6.053
H 2.112 -8.350 2.471
C -5.029 3.551 -3.603
C -2.776 -2.074 0.142
H -4.884 3.411 -5.879
H -5.787 1.557 -4.413
H -4.431 4.079 -2.745
H -3.723 0.677 -4.534
H -1.835 -3.328 2.034
C 3.325 3.712 0.048
C -1.545 -2.571 -2.335
C -0.857 -6.027 5.013
H 2.344 3.709 -0.440
H 0.797 -5.342 7.780
H 0.997 1.747 -4.111
C 0.109 2.977 1.851
H -3.257 -1.051 2.125
F 1.403 2.275 1.690
C -0.954 2.360 -2.892
*
```

***

DFT (wB97M-V/def2-TZVPD) results for C25H32AsF9IrN4S2 as an isolated structure.

Expectation value of S² ... 6.05
E ... -5225.76474 hartree
Largest force on an atom ... 0.007 Eh/bohr
HOMO level (spin up / spin down) ... -9.14 / -10.86 eV

```
! RIJCOSX wB97M-V def2-TZVPD def2/J DEFGRID3
* xyz 1 5
H -0.971 4.850 -1.442
C 1.091 4.308 -0.022
N -0.175 4.831 0.475
C 3.717 -1.746 1.022
H -6.650 -1.412 0.243
F -4.844 -5.608 2.496
C 2.550 -0.935 1.031
H -2.339 2.617 0.008
H -4.953 2.150 -0.823
H -0.418 0.171 -4.223
C 4.364 -2.100 2.188
H 0.258 4.585 2.499
H 1.861 4.507 0.725
H 0.979 2.595 -1.378
H -5.369 -0.642 -2.466
N -0.302 2.269 0.235
H 3.355 -0.642 -1.492
H -3.702 -0.041 -2.542
H 1.654 0.789 -2.398
C -1.234 4.464 -0.455
C 2.316 -0.954 -1.365
H -5.270 -2.491 0.554
C -5.653 -1.484 0.675
Ir -0.368 -0.200 -0.018
C -0.390 2.676 1.662
H 1.787 2.222 0.146
H -4.013 -1.755 -2.133
H -5.544 1.795 0.816
H -1.267 2.197 2.095
F 4.214 -2.229 -0.123
F -4.660 -4.707 -0.066
H -0.400 1.409 -2.955
C -0.296 -1.915 -2.661
H -1.366 -2.058 -2.540
F 2.331 -0.432 4.636
C -1.722 -3.796 2.624
C 1.494 -0.288 -2.442
C -1.418 2.928 -0.484
H -1.444 2.549 -1.504
C -0.463 4.218 1.768
C 2.795 -0.875 3.467
C 0.973 2.791 -0.305
S -2.704 0.045 0.913
C -5.483 1.425 -0.206
H 4.438 -1.959 4.331
C -3.801 -4.877 2.124
H -5.681 -1.220 1.732
H 2.299 -2.044 -1.463
As -4.497 -0.227 -0.193
H 1.364 4.850 -0.929
C -2.800 -4.564 3.031
C 2.131 -0.515 2.317
H -1.740 0.253 -3.041
N 1.814 -0.580 -0.049
N 0.049 -0.531 -2.283
H -1.452 4.546 2.088
C -2.626 -3.633 0.448
F 5.444 -2.873 2.100
H -6.482 1.260 -0.606
C 3.921 -1.675 3.427
S -0.147 -2.450 0.844
C -3.704 -4.412 0.822
F -0.783 -3.525 3.530
H 0.491 2.292 2.166
F -2.588 -3.212 -0.834
H 1.828 -0.635 -3.428
H -0.016 -2.092 -3.704
H -2.158 4.955 -0.146
F -2.881 -5.004 4.282
F 1.055 0.276 2.435
C -4.371 -0.732 -2.039
C -1.599 -3.310 1.323
C -0.671 0.381 -3.177
H 0.207 -2.622 -2.008
*
```

***

DFT (wB97M-V/def2-TZVPD) results for a 2-piece molecular cluster, C7H17NS overall.

E ... -729.84945 hartree
Largest force on an atom ... 0.016 Eh/bohr
Relative energy (zero: lowest compared OMol25 entry of this formula, charge and spin) ... 0.000 eV
HOMO level ... -8.53 eV

```
! RIJCOSX wB97M-V def2-TZVPD def2/J DEFGRID3
* xyz 0 1
H -0.366 -0.635 -1.128
C 0.780 -2.918 0.190
H -1.865 -0.106 -1.945
N -0.825 0.615 1.209
S 2.148 -0.928 1.609
H -1.236 2.271 -1.639
H 1.800 -1.240 -0.765
C -1.127 0.168 -1.168
H 0.414 2.207 1.782
H -1.058 2.721 0.907
C -0.455 1.499 -1.508
H 2.893 -2.445 -0.023
C -0.270 1.945 0.952
H 0.103 1.419 -2.461
C 1.926 -1.920 0.100
H -0.179 -2.390 0.325
C 0.480 1.929 -0.376
H 0.905 2.931 -0.579
H -2.634 0.993 0.130
C -1.813 0.253 0.191
H 0.724 -3.518 -0.734
H 0.930 -3.600 1.044
H -2.258 -0.723 0.464
H -1.269 0.603 2.136
H 1.322 1.215 -0.296
H 0.930 -0.345 1.584
*
```

***

DFT (wB97M-V/def2-TZVPD) results for C33H45MoN6O5PS2 as an isolated structure.

E ... -3193.92027 hartree
Largest force on an atom ... 0.007 Eh/bohr
Relative energy (zero: lowest compared OMol25 entry of this formula, charge and spin) ... 0.100 eV
HOMO level ... -17.57 eV

```
! RIJCOSX wB97M-V def2-TZVPD def2/J DEFGRID3
* xyz 4 1
C 0.289 -6.565 1.136
C 1.956 0.258 5.326
C 4.007 1.619 5.988
S 4.512 1.283 1.008
O 0.034 -3.158 -0.087
H 2.831 2.499 -3.315
C 3.128 -1.856 -5.771
H 0.557 3.637 4.199
H -4.831 -3.489 -4.734
H -2.458 4.800 0.569
C 1.517 3.318 2.293
C -4.548 -3.242 -2.645
H -4.420 -4.895 -3.970
C -1.657 -2.978 2.129
H 2.530 3.375 0.374
H -2.962 -2.603 -0.625
H 3.147 4.532 1.580
C -2.670 3.954 1.210
H 1.848 4.800 3.818
H -0.324 5.250 -2.413
C 0.006 4.241 -2.624
H -3.805 5.115 2.612
H 1.704 -0.062 6.338
H -4.322 3.194 4.075
N -4.954 -4.027 -3.872
O 3.916 0.509 3.798
C -0.920 3.208 -2.688
H 4.046 -1.301 -5.962
H -1.970 3.411 -2.527
H 2.258 0.471 -6.721
H 2.074 4.796 -2.808
C -2.490 1.610 1.710
N 1.987 0.070 -4.706
H 0.711 2.692 1.908
O 0.588 -0.756 -1.674
C -1.004 -4.195 1.780
C 0.494 -5.447 0.338
N -1.481 -1.836 1.531
C -3.256 1.789 2.866
H 1.431 1.191 5.127
Mo -0.060 -1.320 0.014
H 1.285 1.670 -5.857
C -3.058 -2.877 -2.653
C 2.335 -1.224 -4.684
C -1.202 -5.345 2.563
C 2.162 1.032 -5.796
O 2.413 2.297 2.992
H 0.800 -7.487 0.892
H -5.178 -2.353 -2.626
C 0.839 1.689 -3.240
C -0.557 -6.520 2.246
N -2.209 -0.780 2.055
P 3.568 1.382 2.613
H 5.092 1.664 5.909
C -0.152 -4.272 0.669
H 0.289 4.897 2.994
N -2.664 -2.113 -1.464
H 3.053 1.637 -5.645
C -0.507 1.922 -3.004
H -1.856 -5.293 3.425
C 1.170 -0.769 -2.856
C 1.031 4.210 3.404
H 1.964 -2.804 -3.182
S 1.462 -0.929 1.348
H -1.614 2.549 -0.021
H -3.480 0.942 3.500
C -3.724 3.050 3.185
N 1.263 0.362 -3.585
H 1.612 -0.522 4.644
H 1.152 -5.482 -0.519
C 1.832 -1.790 -3.515
H 2.558 -1.897 -6.701
H -4.802 -3.863 -1.787
H -2.450 -3.783 -2.702
C 1.354 3.990 -2.853
H 3.754 1.527 7.045
H -0.699 -7.402 2.853
C -3.432 4.131 2.360
O -1.168 0.173 0.297
H -2.356 -2.974 2.962
H 3.566 2.547 5.622
H -1.221 1.114 -3.098
H -5.945 -4.290 -3.825
H -2.825 -2.281 -3.537
C 3.450 0.424 5.266
C -2.197 2.696 0.880
C 2.256 4.035 1.195
H -3.141 -1.216 -1.449
C -1.983 0.288 1.381
C 1.781 2.705 -3.152
H 3.961 -0.492 5.550
H 1.591 4.806 0.804
H 3.393 -2.872 -5.491
*
```

***

DFT (wB97M-V/def2-TZVPD) results for a 11-piece molecular cluster, C29H86N10O11 overall in a non-equilibrium geometry.

E ... -2531.46895 hartree
Largest force on an atom ... 0.136 Eh/bohr
Relative energy (zero: lowest compared OMol25 entry of this formula, charge and spin) ... 1.991 eV
HOMO level ... -8.63 eV

```
! RIJCOSX wB97M-V def2-TZVPD def2/J DEFGRID3
* xyz 0 1
C -0.848 -2.860 25.330
H 4.302 -2.392 16.301
H 6.487 -1.492 16.018
H 7.194 -0.635 20.688
H 9.083 -2.465 23.194
C 8.591 -5.121 28.028
H 4.705 -5.013 18.131
H 7.673 3.106 15.125
H 5.660 -3.108 21.397
H 4.812 -2.119 18.532
N 6.242 1.382 23.319
H -2.364 -1.948 27.501
H 1.241 0.388 21.691
H 3.964 -6.946 25.456
H 3.670 -5.006 15.738
H 1.856 -1.669 19.455
O 3.398 -8.467 24.152
H 5.854 -4.456 22.518
H -0.798 -1.068 18.719
H 2.592 0.526 22.763
H 9.692 -2.898 18.512
H 5.875 -2.987 19.618
H 3.426 -4.631 25.062
N 1.523 -2.525 24.885
C 0.200 -2.006 24.626
H 5.405 1.398 23.885
C 4.344 -2.067 20.467
O 9.879 -0.782 18.581
H 4.477 -0.395 14.056
H 9.730 3.013 17.357
N 6.569 -5.169 22.562
H 3.815 -0.867 16.678
H 5.424 -0.151 22.240
H 5.074 -2.523 24.956
H 8.223 0.585 21.623
H 2.943 -4.471 18.182
H 6.218 0.488 17.259
C 5.220 -1.078 14.467
H 10.785 0.590 20.529
N 5.105 -2.351 19.470
O 6.793 1.377 15.411
H 8.632 -2.693 27.511
H 2.279 -8.732 25.991
H 7.861 -0.785 26.613
H 2.379 -10.051 24.921
C 3.726 -5.012 17.651
H 6.043 -2.440 27.208
C 2.664 -6.183 22.205
N 9.869 2.934 18.354
C 2.312 -8.963 24.927
O 7.567 -4.441 27.387
H 1.880 -5.500 21.877
O 7.560 -1.097 22.626
H 8.398 0.737 18.673
N 3.186 -4.689 24.082
H 7.238 -0.908 25.114
H 8.976 -2.009 17.221
H 2.410 -4.043 24.044
H 4.887 1.032 16.268
H 11.145 1.456 18.011
H 0.658 -2.985 22.651
H 4.519 1.998 21.173
H 9.006 0.502 17.182
H 2.464 1.798 21.469
H 0.398 -1.124 22.655
C 2.832 -6.064 23.759
H 2.355 -7.187 21.916
H 1.838 -2.315 25.822
H 0.180 -0.936 24.837
C 8.873 -1.653 22.497
C -0.093 -1.658 19.305
H 0.894 2.749 22.493
H 5.417 1.156 20.043
H 10.533 3.649 18.616
H 6.121 2.588 20.924
C 5.614 -0.861 15.851
H -0.931 -2.285 22.793
O 1.162 1.998 23.029
H 1.865 -6.171 24.252
H 6.895 0.879 23.903
C 7.202 -5.058 21.421
H 9.084 -4.598 28.848
H 8.246 -2.018 18.894
H 6.048 3.291 15.880
C 6.977 2.720 15.869
C 10.293 1.646 18.664
H 4.141 -2.642 22.344
C 0.120 -2.112 23.021
H 2.074 -1.912 24.302
H 8.479 -3.497 25.939
C 6.117 0.667 22.045
C 3.726 -7.128 24.408
C 5.889 0.604 16.227
O -0.783 -3.100 26.773
C 5.993 -3.033 25.244
H 7.383 2.808 16.877
H 9.846 1.977 20.791
H 5.707 -4.040 25.549
O 3.287 -1.382 20.437
H 9.345 -5.435 27.307
C 1.930 1.112 22.126
H -1.796 -2.371 25.108
H 8.966 -5.768 20.640
N 8.262 -5.805 21.363
H -0.969 -3.817 24.822
N 7.020 -0.997 26.096
H 8.188 -6.561 22.029
H -0.986 -1.772 28.523
H 6.105 -1.073 13.830
H 9.645 -0.884 22.480
C 7.396 -0.124 21.629
C 7.957 -3.253 26.864
H 6.611 -2.943 24.350
N 4.598 -1.505 16.681
H 8.213 -6.076 28.392
H 4.960 -2.135 14.424
C -1.274 -1.935 27.485
H 1.377 -8.815 24.386
H -0.421 -2.646 19.630
C 10.660 1.610 20.166
H 6.528 -5.833 23.323
H -0.048 -1.047 20.207
C 5.543 1.666 20.998
H 4.739 -7.117 24.005
O 3.605 -4.337 16.424
C 6.729 -2.394 26.362
H 8.941 -2.200 21.556
C 9.156 -1.974 18.296
O 1.199 -1.714 18.756
O 6.990 -4.295 20.569
H 3.545 -6.102 21.568
C 9.364 0.529 18.212
H 3.423 -6.046 17.488
N 4.755 -2.684 21.543
H -1.029 -1.006 26.971
H 11.515 2.173 20.542
*
```

***

DFT (wB97M-V/def2-TZVPD) results for C3H4LiMgO3 as an isolated structure in a non-equilibrium geometry.

Expectation value of S² ... 0.75
E ... -550.00376 hartree
Largest force on an atom ... 0.091 Eh/bohr
Relative energy (zero: lowest compared OMol25 entry of this formula, charge and spin) ... 1.098 eV
HOMO level (spin up / spin down) ... -6.10 / -6.09 eV

```
! RIJCOSX wB97M-V def2-TZVPD def2/J DEFGRID3
* xyz 0 2
O -1.686 -0.527 2.042
C 0.069 -0.586 -1.039
O -0.917 -0.826 -0.006
Li 1.408 1.193 0.375
H 1.457 -0.835 -0.534
O 0.325 0.202 1.584
H 0.180 -1.513 -1.609
C 0.186 0.726 -1.558
Mg -0.553 0.427 3.531
H -0.735 1.293 -1.737
C -0.749 -0.386 1.220
H 1.016 0.834 -2.270
*
```